A structure of composition C49H40MgN6P3S4, computed with the ωB97M-V functional and the def2-TZVPD basis.

```
103
C49H40MgN6P3S4 the ωB97M-V functional and the def2-TZVPD basis
Mg -1.08858 -1.16776 -0.23909
N -0.58104 2.09115 2.49192
C 0.73641 1.74868 2.66309
C 1.69458 2.24785 3.53602
C 2.94575 1.67075 3.46403
C 3.21114 0.62610 2.56550
C 2.24621 0.12265 1.71458
C 0.97902 0.70768 1.75710
N -0.18970 0.45761 1.03709
C -1.08559 1.28065 1.54822
C -2.46283 1.27302 1.08062
C -3.51047 2.05694 1.42616
S -4.88106 1.60957 0.50109
C -3.96238 0.41314 -0.30134
N -2.73245 0.34715 0.10258
H -1.10477 2.70623 3.09701
H 1.45288 3.01828 4.25940
H 3.72876 2.00316 4.13579
H 4.19943 0.17900 2.56239
H 2.46182 -0.72413 1.08003
H -3.54376 2.83831 2.17097
H -4.39487 -0.25616 -1.03887
C -1.31837 -2.24213 -3.83624
N -0.17574 -1.29180 -3.57111
P 0.75415 -1.92933 -2.22163
C 1.01779 -3.61984 -2.85711
C 0.86380 -4.71405 -2.01016
C 1.01431 -6.00531 -2.50397
C 1.32369 -6.21436 -3.83812
C 1.46221 -5.12789 -4.69472
C 1.30153 -3.83988 -4.20860
C 2.34010 -1.04585 -2.41807
C 3.33780 -1.39319 -3.32941
C 4.50688 -0.64938 -3.40374
C 4.69875 0.44116 -2.56273
C 3.71788 0.78788 -1.64867
C 2.54981 0.04176 -1.57901
P -0.88101 0.20679 -3.03326
C -1.87803 0.70194 -4.48624
C -2.91534 1.60279 -4.25920
C -3.67606 2.08251 -5.31974
C -3.41241 1.65301 -6.61121
C -2.38351 0.74578 -6.84323
C -1.61736 0.27470 -5.78721
C 0.43701 1.45501 -3.21390
C 0.47969 2.48318 -2.27786
C 1.42262 3.49891 -2.39761
C 2.32917 3.47924 -3.44599
C 2.29326 2.44785 -4.38139
C 1.34604 1.44438 -4.27057
H -1.02489 -2.96689 -4.59230
H -2.19321 -1.71206 -4.20429
H -1.62472 -2.78299 -2.94114
H 0.62473 -4.56021 -0.96773
H 0.88507 -6.84689 -1.83461
H 1.44437 -7.22219 -4.21654
H 1.68335 -5.28346 -5.74382
H 1.35989 -2.99672 -4.88763
H 3.21808 -2.25470 -3.96927
H 5.27854 -0.93140 -4.11093
H 5.61683 1.01425 -2.61823
H 3.85363 1.63226 -0.98227
H 1.78300 0.32375 -0.87149
H -3.13120 1.92999 -3.24592
H -4.48126 2.78182 -5.13158
H -4.01153 2.01620 -7.43760
H -2.17904 0.40293 -7.85076
H -0.81654 -0.43542 -5.96533
H -0.21060 2.47548 -1.43938
H 1.45582 4.29281 -1.66104
H 3.07367 4.26131 -3.53228
H 3.01150 2.42364 -5.19185
H 1.32277 0.62973 -4.98632
N 2.01735 -2.83259 0.15005
C 1.07295 -2.81449 0.84191
S -2.61637 -1.67047 4.99912
P -1.10917 -0.34899 4.72672
S -0.37878 -2.74274 1.67266
C 0.04845 -0.56544 6.15332
C -0.41104 -0.72779 7.46159
C 0.48063 -0.91205 8.50828
C 1.85150 -0.95909 8.25878
C 2.31722 -0.82630 6.95974
C 1.41757 -0.63054 5.91315
C -1.83602 1.27883 5.23401
C -3.05806 1.64068 4.64587
C -3.61411 2.90165 4.83237
C -2.96244 3.84741 5.62380
C -1.76524 3.49919 6.23252
C -1.21133 2.23309 6.04447
H -1.48212 -0.73176 7.63653
H 0.11021 -1.03353 9.52046
H 2.54763 -1.11387 9.07530
H 3.38090 -0.88494 6.75403
H 1.77383 -0.53971 4.89027
H -3.58375 0.88904 4.06512
H -4.57337 3.14312 4.38247
H -3.39638 4.82744 5.78166
H -1.25468 4.21501 6.86919
H -0.26803 1.99442 6.52105
S -5.15000 -2.78038 -1.95211
C -3.70238 -2.61101 -1.24878
N -2.64039 -2.45908 -0.77491
```

Output
HOMO-LUMO gap, eV: 5.4
Charge: -1
Maximum force, eV/Å: 0.7
LUMO level, eV: 1.9
HOMO, eV: -3.45

Atomic partial charges in e from the Löwdin method, atoms 1 to 5: 0.3463 0.1877 -0.2103 -0.0206 -0.1010